Entry 1:
Computed, not measured: the molecule C11H12FN, with wB97M-V/def2-TZVPD.

XYZ file:
```
25
Properties=species:S:1:pos:R:3
N 0.62 1.86 3.22
C 0.13 1.18 2.17
C -1.10 1.67 1.76
C -1.69 1.52 0.50
C -1.02 0.53 -0.30
C 0.45 0.38 -0.09
C 0.84 0.37 1.29
C 1.24 0.21 -1.19
C 1.74 -1.21 -1.32
C 0.39 -2.06 -1.29
C -0.80 -1.41 -1.96
C -1.53 -0.31 -1.22
F -2.86 -0.38 -1.33
H -0.01 2.42 3.79
H 1.49 1.59 3.55
H -1.59 2.29 2.61
H -2.64 1.80 0.16
H 1.86 0.08 1.53
H 1.14 0.69 -2.17
H 2.39 -1.64 -0.52
H 2.34 -1.15 -2.28
H 0.62 -3.01 -1.70
H 0.13 -2.11 -0.25
H -0.67 -1.04 -3.00
H -1.49 -2.27 -1.95
```

**Energy relative to the best compared isomer or geometry (same formula, charge and spin)**: 360.2 kJ/mol
**SMILES**: Nc1ccc2c(c1)=CCCCC=2F
**E_tot**: -580.8297 a.u.
**LUMO (alpha / beta)**: 0.122 / 0.121 eV
**HOMO level (alpha / beta)**: -0.2426 / -0.2429 hartree
**Charge**: 0



Entry 2:
Computed, not measured: the molecule C11H12FNO2, with wB97M-V/def2-TZVPD.

XYZ file:
```
27
Properties=species:S:1:pos:R:3
C -3.16 -1.42 -0.68
C -2.95 -0.40 -1.59
C -2.10 -1.79 0.15
C -1.72 0.23 -1.61
C -0.82 -1.22 0.08
C -0.65 -0.19 -0.82
C 0.41 -1.42 1.03
C 0.70 0.49 -0.95
C 1.24 0.94 0.34
C 0.69 2.16 0.99
C 2.68 0.65 0.66
N 0.23 -0.50 1.99
O 1.38 -2.09 0.76
O 1.66 -0.30 -1.74
F 1.41 -0.48 2.88
H -4.06 -1.93 -0.52
H -3.79 -0.12 -2.16
H -2.22 -2.59 0.94
H -1.53 1.02 -2.40
H 0.47 1.27 -1.78
H 1.17 2.17 1.96
H -0.47 2.12 0.95
H 0.85 3.16 0.53
H 2.79 -0.35 1.06
H 2.79 1.26 1.60
H 3.41 0.64 -0.07
H 1.58 -1.31 -1.60
```

**Energy relative to the best compared isomer or geometry (same formula, charge and spin)**: 242.7 kJ/mol
**E_tot**: -731.2746 a.u.
**LUMO (alpha / beta)**: -1.282 / -1.283 eV
**HOMO level (alpha / beta)**: -0.3448 / -0.3447 hartree
**Charge**: 0



Entry 3:
Computed, not measured: a structure of composition C11H12MoNO10P2S3, with wB97M-V/def2-TZVPD.

XYZ file:
```
40
Properties=species:S:1:pos:R:3
Mo 0.13 0.57 0.16
O 3.36 2.52 -0.36
P 2.98 1.36 0.62
O 4.02 0.53 1.17
O 1.84 0.62 -0.19
O 2.08 2.22 1.67
P 1.08 1.51 2.74
O 0.67 2.70 3.66
O 1.58 0.33 3.38
O -0.18 1.28 1.76
H 4.31 2.62 -0.46
H 0.45 3.56 3.30
C -3.97 2.77 -0.42
C -2.52 2.39 -0.43
S -2.16 0.67 -0.26
C -1.51 3.26 -0.62
C -1.67 4.74 -0.74
S 0.15 2.69 -0.83
H -4.57 1.87 -0.45
H -4.21 3.38 -1.29
H -4.22 3.32 0.48
H -2.73 5.00 -0.76
H -1.19 5.11 -1.64
H -1.20 5.22 0.12
O 1.35 -1.34 -2.53
C 0.77 -1.87 -1.62
N -0.02 -1.16 -0.73
S -0.23 -2.06 0.68
O 0.75 -1.39 1.52
O -1.58 -1.90 1.11
C 0.22 -3.62 -0.02
C 0.02 -4.90 0.43
C 0.41 -5.94 -0.42
C 1.01 -5.67 -1.64
C 1.20 -4.37 -2.08
C 0.77 -3.32 -1.27
H -0.43 -5.09 1.38
H 0.24 -6.96 -0.11
H 1.31 -6.49 -2.28
H 1.66 -4.15 -3.03
```

**E_tot**: -3178.9665 a.u.
**LUMO (alpha / beta)**: -5.766 / -6.517 eV
**HOMO level (alpha / beta)**: -0.4595 / -0.4619 hartree
**Charge**: +1



Entry 4:
Computed, not measured: the ion C11H12N with charge +1, with wB97M-V/def2-TZVPD.

XYZ file:
```
24
Properties=species:S:1:pos:R:3
C -2.59 0.66 -0.03
C -1.34 0.28 -0.03
C -0.44 0.87 -0.99
C -0.56 1.71 -2.05
C 0.49 2.17 -2.72
C 1.75 1.66 -2.39
C 1.94 0.78 -1.41
C 0.83 0.36 -0.67
C 0.66 -0.57 0.37
C 1.69 -1.44 1.05
N -0.60 -0.47 0.89
C -1.14 -1.24 1.97
H -3.41 0.28 0.53
H -2.82 1.37 -0.82
H -1.54 2.23 -2.16
H 0.37 2.80 -3.66
H 2.66 2.17 -2.67
H 2.82 0.29 -1.26
H 2.73 -1.30 0.83
H 1.28 -2.44 0.95
H 1.70 -1.27 2.13
H -2.27 -1.02 2.22
H -0.66 -1.12 2.87
H -1.07 -2.31 1.90
```

**Energy relative to the best compared isomer or geometry (same formula, charge and spin)**: 73.4 kJ/mol
**SMILES**: C=C1c2ccccc2C(C)=[N+]1C
**E_tot**: -480.8197 a.u.
**LUMO**: -5.087 eV
**HOMO level**: -0.4823 hartree
**Charge**: +1



Entry 5:
Computed, not measured: the molecule C11H12N2O, with wB97M-V/def2-TZVPD.

XYZ file:
```
26
Properties=species:S:1:pos:R:3
O 0.48 2.41 1.02
C -0.16 1.87 -0.08
C 0.88 1.31 -0.92
N 1.67 0.21 -0.37
C 1.83 -1.01 -0.84
C 2.85 -1.76 -0.17
C 3.24 -0.83 0.85
N 2.50 0.38 0.73
C -1.14 0.73 0.07
C -1.89 0.36 -1.03
C -2.81 -0.65 -0.77
C -3.04 -1.19 0.46
C -2.19 -0.96 1.45
C -1.24 0.15 1.30
H 1.14 1.85 1.22
H -0.69 2.63 -0.49
H 0.54 0.74 -1.81
H 1.52 2.16 -1.17
H 1.44 -1.53 -1.77
H 3.28 -2.68 -0.54
H 3.91 -1.22 1.66
H -1.74 0.88 -2.08
H -3.54 -0.84 -1.53
H -4.14 -1.63 0.44
H -2.09 -1.82 2.28
H -0.62 0.45 2.10
```

**Energy relative to the best compared isomer or geometry (same formula, charge and spin)**: 419.7 kJ/mol
**SMILES**: O[C@@H](Cn1cccn1)c1ccccc1
**E_tot**: -610.9834 a.u.
**LUMO**: 0.791 eV
**HOMO level**: -0.3386 hartree
**Charge**: 0



Entry 6:
Computed, not measured: the molecule C11H12N2O2, with wB97M-V/def2-TZVPD.

XYZ file:
```
27
Properties=species:S:1:pos:R:3
N -2.09 1.16 0.96
C -1.98 1.39 -0.49
C -0.50 1.56 -0.98
C 0.32 0.31 -0.69
C 0.63 -0.67 -1.57
N 1.52 -1.53 -1.02
C 1.86 -1.01 0.22
C 2.75 -1.58 1.21
C 2.80 -0.83 2.30
C 2.24 0.41 2.55
C 1.33 0.87 1.63
C 1.09 0.09 0.47
C -2.52 0.16 -1.26
O -2.23 0.00 -2.45
O -3.31 -0.66 -0.46
H -3.00 0.65 1.13
H -1.92 2.23 1.31
H -2.57 2.25 -0.98
H -0.63 1.62 -2.05
H -0.09 2.40 -0.38
H 0.19 -0.88 -2.51
H 1.84 -2.41 -1.48
H 3.26 -2.51 1.10
H 3.54 -1.27 3.00
H 2.48 1.05 3.45
H 0.84 1.83 1.86
H -3.71 -1.31 -1.07
```

**Energy relative to the best compared isomer or geometry (same formula, charge and spin)**: 177.8 kJ/mol
**SMILES**: N[C@@H](Cc1c[nH]c2ccccc12)C(=O)O
**E_tot**: -686.3362 a.u.
**LUMO**: 0.653 eV
**HOMO level**: -0.2828 hartree
**Charge**: 0



Entry 7:
Computed, not measured: the molecule C11H12N2O3, with wB97M-V/def2-TZVPD.

XYZ file:
```
28
Properties=species:S:1:pos:R:3
C -0.65 3.61 -1.86
O -0.97 2.24 -2.04
C -0.73 1.44 -0.91
C -1.15 1.80 0.40
C -0.96 0.92 1.46
C -0.35 -0.32 1.26
O -0.22 -1.18 2.29
C 0.38 -0.66 3.49
C 0.02 -0.73 -0.05
C 0.60 -2.00 -0.39
C 0.85 -3.14 0.58
N 0.90 -2.31 -1.66
C 0.68 -1.38 -2.61
O 0.99 -1.60 -3.87
N 0.27 -0.15 -2.38
C -0.14 0.16 -1.13
H -1.51 4.06 -1.34
H -0.51 4.14 -2.79
H 0.24 3.72 -1.24
H -1.72 2.71 0.54
H -1.35 1.16 2.44
H -0.37 -0.22 4.16
H 0.86 -1.44 4.07
H 1.17 0.12 3.26
H -0.07 -3.43 1.08
H 1.26 -4.00 0.04
H 1.51 -2.83 1.39
H 0.97 -0.70 -4.19
```

**Energy relative to the best compared isomer or geometry (same formula, charge and spin)**: 20.8 kJ/mol
**SMILES**: COc1ccc(OC)c2c(C)nc(O)nc12
**E_tot**: -761.5764 a.u.
**LUMO**: 0.088 eV
**HOMO level**: -0.2933 hartree
**Charge**: 0



Entry 8:
Computed, not measured: a structure of composition C11H12N2O4SeV, with wB97M-V/def2-TZVPD.

XYZ file:
```
31
Properties=species:S:1:pos:R:3
V 1.79 -0.38 -0.88
C 1.38 -0.09 1.00
O 1.18 0.08 2.13
C 3.62 -0.61 -0.26
O 4.72 -0.78 0.07
C 1.82 1.51 -1.35
O 1.82 2.59 -1.77
C 1.32 -2.26 -0.98
O 1.07 -3.37 -1.18
C 1.45 -0.54 -2.97
H 0.90 -1.42 -3.33
H 1.13 0.37 -3.51
C 2.85 -0.68 -2.62
H 3.55 0.13 -2.85
H 3.32 -1.67 -2.68
C -2.14 -2.05 1.30
N -2.28 -0.61 1.43
C -2.99 0.05 2.43
C -2.73 1.37 2.31
N -1.87 1.52 1.22
C -1.25 2.77 0.83
C -1.64 0.31 0.64
Se -0.79 -0.03 -1.02
H -2.96 -2.52 1.85
H -1.17 -2.36 1.73
H -2.16 -2.32 0.24
H -3.59 -0.50 3.13
H -3.09 2.22 2.87
H -1.57 3.54 1.54
H -0.16 2.69 0.87
H -1.55 3.04 -0.19
```

**Energy relative to the best compared isomer or geometry (same formula, charge and spin)**: 0.0 kJ/mol
**2S+1**: 3
**E_tot**: -4181.0202 a.u.
**LUMO (alpha / beta)**: -13.918 / -15.282 eV
**HOMO level (alpha / beta)**: -0.7676 / -0.7582 hartree
**Expectation value of S²**: 2.03
**Charge**: +3



Entry 9:
Computed, not measured: a structure of composition C11H12N2O8S2, with wB97M-V/def2-TZVPD.

XYZ file:
```
35
Properties=species:S:1:pos:R:3
O 0.92 -3.09 1.66
O -0.87 1.65 1.20
O -0.14 -2.12 5.24
O -0.61 -4.44 4.62
O -2.54 -0.34 -1.07
O -2.01 0.63 -3.12
O -2.57 -2.83 4.89
O -0.40 -1.11 -2.03
C 0.35 -2.31 2.43
C -0.38 0.89 0.37
C 2.60 2.60 -3.91
C 2.76 1.38 -3.24
C 1.54 3.41 -3.65
C 1.76 1.00 -2.33
C 0.62 3.05 -2.65
C 0.74 1.91 -1.88
N 0.29 -0.27 0.70
N -0.94 -2.51 2.85
C -1.15 -1.07 2.70
C 0.27 -0.86 2.10
C -0.48 1.48 -1.08
S -0.97 -3.04 4.44
S -1.47 0.22 -1.88
H -2.77 -3.70 5.35
H -1.11 -1.74 -2.17
H 3.29 2.83 -4.72
H 3.55 0.67 -3.43
H 1.26 4.28 -4.17
H 1.79 -0.01 -1.87
H -0.33 3.54 -2.67
H 0.81 -0.80 -0.08
H -1.92 -0.87 2.00
H -1.31 -0.52 3.59
H 0.80 -0.25 2.83
H -1.37 2.33 -0.99
```

**Energy relative to the best compared isomer or geometry (same formula, charge and spin)**: 189.4 kJ/mol
**E_tot**: -1934.0334 a.u.
**LUMO**: -0.512 eV
**HOMO level**: -0.3678 hartree
**Charge**: 0